This record from the Open Molecules 2025 dataset describes C37H103AgBF3N9O13SV as an isolated structure at a distorted geometry. The level of theory is ωB97M-V/def2-TZVPD.

Last column: Löwdin charge in e.
Cartesian coordinates (Å):
C -1.329 3.303 -3.923  -0.094
C 3.237 -3.787 -2.679  -0.398
H -1.724 5.888 -3.935  0.119
H 5.592 -2.090 -2.893  0.060
N -0.133 -2.434 -3.570  0.019
H -1.511 5.465 2.671  0.131
N 2.659 -3.050 -3.780  0.039
H -3.766 4.393 -4.265  0.109
H 2.720 -5.651 -1.579  0.115
C -3.860 4.589 -6.431  -0.049
H 4.794 -1.708 7.782  0.085
C -0.632 -1.720 -4.755  -0.391
H -1.627 6.089 -5.634  0.128
H -5.880 3.456 -0.226  0.091
H 3.771 0.301 -4.957  0.074
H 0.383 -2.995 -6.264  0.124
H -2.766 0.163 2.511  0.033
H 4.315 -3.887 -2.820  0.121
H -2.062 3.751 -0.698  0.053
H 5.705 1.558 -3.937  0.127
H 0.036 -3.788 8.073  0.079
H -5.480 3.309 -1.884  0.093
H -4.403 -1.005 0.762  0.040
C 5.890 -1.045 -2.928  -0.025
C -4.958 0.596 3.434  -0.182
C 1.004 -3.918 6.289  -0.449
C -5.028 3.497 -0.909  -0.054
H -0.521 -1.787 2.878  -0.054
H -4.768 -1.449 -0.715  0.103
H 3.271 -2.103 -1.252  0.053
H 1.601 -5.279 -2.786  0.123
H -4.556 2.312 5.557  0.088
O -1.383 -2.215 -7.029  -0.200
O 0.402 5.138 2.031  -0.185
H -2.032 -0.708 -2.143  0.061
O -0.228 -1.315 -0.072  -0.354
H 3.069 -2.130 -3.920  0.040
H -0.183 -4.220 4.365  0.109
H 3.083 -3.933 6.209  0.067
H 2.031 -0.762 2.776  0.034
H 1.350 -0.770 -5.042  0.057
C -1.480 3.754 1.355  -0.426
H 0.276 0.128 -3.993  0.040
C 2.677 -5.258 -2.595  -0.161
O 1.706 -3.635 3.981  -0.225
C 5.171 -0.795 7.317  -0.084
H -3.406 4.051 1.765  0.105
C 2.327 -4.443 6.809  -0.050
H 0.655 -3.668 2.038  0.074
H 0.078 -1.796 -2.810  0.024
H -5.169 1.160 0.406  0.119
H -0.061 0.183 -5.691  0.076
H -3.642 2.989 4.162  0.063
H 2.752 -5.655 -5.231  0.090
B -1.594 -1.943 3.074  -0.466
C -2.842 -0.007 -1.937  -0.044
H -2.364 0.916 -2.273  0.069
H 2.334 -3.324 2.038  0.089
O -0.004 1.412 4.165  -0.264
H -3.190 2.875 0.763  0.043
O 3.479 -6.185 -3.344  -0.180
H -0.890 2.857 1.149  0.114
H 2.377 -5.521 6.665  0.092
N 1.752 -0.752 3.750  0.040
C 2.965 -0.213 4.376  -0.335
C 2.824 -3.094 -1.367  -0.051
N -2.782 3.264 1.614  0.045
F 1.650 2.087 -0.062  0.152
C -5.040 -1.795 3.346  -0.056
H 4.223 2.127 -3.285  0.126
C 4.657 -0.105 -3.179  -0.403
H -4.535 4.463 -0.824  0.090
H -4.118 -2.137 3.820  0.064
H -4.734 3.958 -6.271  0.076
H 1.754 -2.884 -1.361  0.064
H -1.911 -3.009 3.131  0.016
C 3.684 -5.891 -4.715  -0.118
H 4.881 0.128 7.821  0.093
H -3.493 0.010 4.875  0.130
H 3.184 -3.598 -0.470  0.077
H 2.305 1.751 5.144  0.066
C -3.671 2.215 4.931  -0.020
H -2.410 -2.689 -8.709  0.085
H 4.654 0.504 -0.564  0.079
C -4.582 1.121 -0.516  -0.174
Ag -2.168 -2.599 0.519  0.776
H 1.017 -5.430 4.708  0.131
C -0.858 4.616 2.443  -0.165
H -2.354 2.928 -3.939  0.075
N -0.050 -4.292 7.202  0.034
C 3.358 -0.795 5.755  -0.181
H -5.177 -2.527 2.548  0.092
H -0.561 4.647 -0.352  0.084
C -1.570 4.424 0.002  -0.058
C 5.017 1.397 -3.105  -0.186
H 2.500 -4.112 7.832  0.083
H -3.052 3.974 -6.835  0.073
N -3.980 -1.159 -0.148  0.033
V -0.510 -0.044 3.771  0.991
C -3.418 0.131 -0.548  -0.407
H 2.971 -1.804 5.912  0.091
C -3.659 0.845 4.192  -0.355
H 3.878 -0.397 -2.474  0.090
H -3.952 5.357 -7.198  0.080
H 2.871 -3.566 -4.624  0.065
H -0.740 4.026 3.356  0.116
H -3.654 -0.166 -2.648  0.096
H -2.662 0.560 0.113  0.125
H 2.709 1.837 3.410  0.079
H -1.761 -1.535 4.090  -0.006
N 4.247 -0.497 -4.545  0.018
S 0.555 -0.254 0.592  0.608
H -2.631 1.750 2.683  0.047
O -4.068 2.444 -0.714  -0.255
H -0.788 -3.296 -8.708  0.086
C 2.932 1.336 4.353  -0.050
H 1.769 -1.728 4.038  0.059
O 4.760 -0.713 5.959  -0.177
H 5.052 -0.537 -5.159  0.078
H -1.067 -3.633 -5.556  0.116
C 1.059 5.926 2.966  -0.114
H -2.118 5.367 -0.060  0.093
C 1.577 -3.878 2.591  -0.087
H 3.733 -0.526 3.664  0.151
O 5.705 1.715 -1.911  -0.181
C 4.991 1.532 -0.709  -0.105
N -2.548 0.870 3.203  0.017
H 6.326 -0.729 -1.979  0.075
H -5.127 6.169 -5.038  0.068
H 6.638 -0.859 -3.699  0.084
O -1.149 4.180 -5.039  -0.177
H -5.175 1.507 2.871  0.126
C 0.809 -4.361 4.802  -0.159
H -2.741 2.389 5.471  0.079
H 0.946 -2.824 6.310  0.117
O -0.220 0.408 1.667  -0.383
C -1.931 5.367 -4.873  -0.190
O -4.890 -0.552 2.607  -0.232
H 2.842 -0.222 6.534  0.126
H 1.646 -4.964 2.484  0.099
H -0.637 2.468 -4.019  0.074
H -2.153 -1.421 2.274  -0.044
O 1.915 -0.603 1.020  -0.295
H 4.215 2.282 -0.541  0.081
H 1.469 5.294 3.757  0.088
H 4.215 -6.701 -5.214  0.091
C 0.311 -0.475 -4.903  -0.046
F 1.516 0.617 -1.673  0.153
N -4.170 6.317 -4.736  0.015
H 5.662 1.747 0.125  0.092
C -0.615 -2.707 -5.922  -0.195
H -1.134 3.808 -2.975  0.075
C 0.882 1.166 -0.648  -0.617
C -3.446 5.097 -5.034  -0.447
H 4.409 -5.083 -4.850  0.080
F -0.255 1.793 -0.968  0.139
H -5.864 0.456 4.027  0.136
H 3.882 1.799 4.629  0.084
H -3.913 7.051 -5.387  0.072
H 1.893 6.445 2.494  0.093
H -0.912 -4.051 6.729  0.067
H 0.368 6.674 3.363  0.090
H -1.654 -1.368 -4.610  0.123
H -5.843 -1.959 4.065  0.102
H 6.252 -0.926 7.280  0.093
H -5.344 0.818 -1.241  0.135
H -2.101 -4.036 -7.629  0.086
H 0.846 -2.684 -3.745  0.007
C -1.655 -3.139 -8.064  -0.110

Cartesian forces, eV/Å:
C 0.00 0.20 -0.65
C -0.93 -0.92 1.26
H -0.07 -0.35 0.37
H 0.01 0.08 -0.09
N -0.33 -0.57 0.36
H -0.30 0.07 0.04
N -0.07 -0.40 -0.65
H 0.09 -0.23 -0.12
H 0.47 0.24 0.10
C 1.41 -0.96 0.54
H -0.36 0.16 0.26
C 1.81 0.97 0.48
H 0.12 -0.24 -0.32
H 0.23 -0.12 0.52
H -0.67 -0.08 -0.04
H 0.34 0.32 0.12
H -0.14 -0.08 -0.08
H 0.20 0.01 0.53
H 0.21 -0.08 -0.07
H 0.35 0.12 0.18
H -0.09 0.04 -0.02
H 0.12 0.58 -0.26
H -0.06 -0.13 0.36
C -0.60 1.67 0.87
C -0.64 0.30 0.40
C 0.04 0.56 -0.34
C -0.43 -1.20 -0.48
H 3.34 -0.23 -0.74
H 0.26 0.06 -0.61
H 0.16 0.13 -0.35
H -0.05 0.03 -0.88
H 0.17 0.11 0.11
O 0.26 0.53 0.57
O -0.70 -1.00 -1.33
H -0.32 -0.62 0.68
O 0.97 1.26 0.28
H 0.32 0.02 0.10
H -0.40 0.18 0.57
H 0.39 -0.45 -0.02
H -0.72 -0.01 -0.40
H -0.05 -0.07 -0.28
C 1.06 0.30 -1.92
H -0.11 -0.14 0.19
C 1.02 0.46 -0.25
O -0.08 1.07 -0.03
C 0.09 -0.30 -0.80
H -0.06 0.19 0.41
C 0.20 1.12 -0.72
H -0.59 0.62 0.91
H -0.71 0.48 0.13
H 0.40 -0.48 0.55
H 0.38 -0.02 -0.29
H -0.44 0.08 -0.01
H -0.07 -0.10 -0.11
B -0.38 -1.56 -0.62
C 0.30 1.11 -1.13
H -0.30 0.35 0.23
H 0.34 -0.25 0.31
O -1.02 -2.31 0.34
H 0.44 -0.15 0.04
O -0.54 -0.04 -0.12
H 0.51 0.12 0.53
H 0.11 0.03 0.30
N -1.31 -0.72 1.27
C 1.31 1.68 -0.16
C 0.86 0.77 -0.14
N -2.19 -0.28 1.82
F -0.01 -0.60 -0.18
C 0.83 -0.82 -1.38
H -0.64 -0.39 0.15
C 1.11 -1.14 -0.97
H 0.11 -0.16 -0.21
H 0.19 0.54 0.19
H -0.23 0.21 -0.63
H -0.13 -0.51 0.16
H -0.31 -2.61 0.13
C 0.46 0.27 0.17
H 0.04 -0.18 0.41
H 0.05 0.04 0.19
H -0.35 -0.40 -0.07
H -0.55 -0.26 -0.22
C 0.22 -0.73 -0.80
H -0.06 0.12 0.13
H -0.36 0.03 -0.12
C -0.32 1.28 -0.22
Ag -0.25 0.42 -0.26
H 0.12 -0.17 0.08
C 0.38 0.15 0.24
H 0.00 -0.24 0.27
N -0.91 -1.23 -0.85
C -0.47 0.62 0.35
H -0.25 -0.10 0.05
H -0.04 0.03 -0.26
C 1.19 0.78 -0.85
C 0.62 -0.70 0.30
H -0.11 -0.38 0.14
H -0.12 -0.45 0.12
N 0.66 -0.67 1.52
V 1.89 4.55 -2.02
C -0.67 0.40 -0.86
H 0.26 -0.33 -0.41
C 0.21 0.60 0.31
H -0.19 0.21 -0.09
H -0.52 0.30 0.38
H -0.13 0.20 -0.25
H 0.00 -0.09 0.17
H 0.01 -0.30 -0.08
H 0.13 -0.74 0.49
H -0.44 -0.56 -0.18
H -1.00 1.43 3.33
N -0.78 1.14 -0.22
S 1.02 -0.68 0.13
H 0.50 0.72 -0.01
O -0.27 -0.16 -0.28
H 0.19 -0.49 0.24
C 0.77 0.39 1.00
H -0.34 -0.48 -0.26
O -0.53 -0.11 -0.77
H 0.40 -0.36 0.26
H -0.16 -0.11 0.09
C -0.01 0.12 0.52
H -0.13 0.08 0.54
C 0.14 -1.31 -0.29
H 0.52 0.05 0.35
O 0.23 0.19 0.00
C 0.40 0.38 0.54
N 0.14 -1.27 0.69
H 0.21 -0.39 0.06
H -0.30 -0.14 0.41
H 0.01 -0.16 -0.06
O -0.15 0.39 0.75
H 0.17 -0.25 -0.69
C -0.28 -0.34 0.36
H -0.15 -0.32 0.37
H 0.90 0.33 -0.59
O -0.19 -0.02 0.40
C -0.48 -0.28 -0.58
O -0.30 -0.57 0.80
H -0.04 0.35 0.12
H 0.62 -0.06 -0.48
H 0.00 0.05 -0.17
H -1.57 1.59 -1.74
O -1.49 0.12 -1.10
H -0.51 -0.23 -0.52
H -0.06 0.15 0.33
H -0.50 -0.50 0.30
C -1.25 -0.11 -0.57
F -0.44 0.48 -0.17
N -0.59 0.80 0.22
H 0.42 -0.17 -0.23
C -0.80 -0.22 -0.62
H -0.02 0.13 0.06
C -0.23 -0.21 1.42
C 0.32 0.61 -0.63
H -0.22 0.50 0.15
F 0.27 -0.72 -0.60
H 0.30 0.20 0.72
H 0.45 -0.62 -0.05
H 0.54 0.12 0.02
H -0.11 -0.10 -0.20
H -0.42 0.00 0.59
H 0.10 0.11 0.30
H -0.11 -0.13 0.00
H -0.36 1.02 -0.14
H 0.00 0.36 0.11
H 0.16 0.25 -0.64
H 0.33 -0.38 -0.24
H -0.12 -0.63 -0.39
C -0.27 0.57 0.32

Computed properties:
DFT total energy, Ha: -4755.6078
Spin multiplicity: 2
Highest occupied orbital energy (alpha / beta), eV: -10.30 / -10.30
Orbital gap (alpha / beta), Ha: 0.234 / 0.248
LUMO energy (alpha / beta), eV: -3.93 / -3.55
⟨S²⟩: 0.79
Charge: +1
Relative energy (zero: lowest compared OMol25 entry of this formula, charge and spin), kJ/mol: 0.0